(1)
The following is a quantum chemistry calculation of a structure of composition C26H40Cl2LiN5O6SSe, from the OMol25 dataset.

Last column: Löwdin charge in e.
Geometry (Å):
1 Li 0.11288 0.08136 0.43469  0.487
2 C 5.44591 -2.57840 5.32385  -0.109
3 C 5.95893 -1.67814 4.20848  -0.301
4 S 5.57732 -2.41745 2.63203  0.639
5 O 4.14117 -2.44168 2.48626  -0.300
6 O 6.33173 -3.63411 2.51490  -0.294
7 C 6.23680 -1.27873 1.43167  -0.209
8 C 5.48222 0.03441 1.26262  -0.121
9 N 4.22260 -0.09613 0.54487  0.057
10 C 2.98734 0.05455 1.07367  -0.329
11 N 2.04364 -0.18377 0.17850  0.053
12 C 2.67808 -0.49497 -0.98309  -0.008
13 C 4.02038 -0.44032 -0.77757  -0.133
14 N 5.05429 -0.62603 -1.74426  -0.321
15 O 6.21742 -0.52564 -1.36263  0.064
16 O 4.70390 -0.88296 -2.88003  0.109
17 C 2.71671 0.50469 2.46174  0.010
18 H 5.66049 -2.12620 6.29011  0.080
19 H 5.92861 -3.55183 5.27924  0.081
20 H 4.37081 -2.72406 5.23807  0.079
21 H 7.04118 -1.56283 4.24178  0.106
22 H 5.48398 -0.69728 4.22958  0.092
23 H 6.27322 -1.84644 0.50222  0.102
24 H 7.26532 -1.07666 1.73014  0.118
25 H 6.12323 0.72130 0.71169  0.133
26 H 5.24728 0.48892 2.22350  0.114
27 H 2.16002 -0.71692 -1.89762  0.134
28 H 3.01537 -0.26227 3.17491  0.078
29 H 1.64865 0.68270 2.56141  0.042
30 H 3.23647 1.43709 2.68091  0.098
31 C -2.02478 -0.14698 -2.31460  -0.121
32 O -3.08880 -0.11288 -1.37270  -0.208
33 C -2.80074 0.03809 -0.02182  -0.299
34 O -1.57124 0.04190 0.24011  -0.339
35 H -2.49056 -0.05844 -3.29434  0.084
36 H -1.47934 -1.09283 -2.25816  0.079
37 H -1.32667 0.68047 -2.16416  0.063
38 Cl -0.95391 -2.26021 5.41014  0.530
39 C -0.60140 -0.66591 4.73044  -1.018
40 Cl -1.07375 -0.52645 3.03192  0.623
41 H 0.46836 -0.49885 4.81202  0.017
42 H -1.16153 0.07243 5.29627  0.017
43 C 1.57698 5.45041 3.09276  -0.111
44 C 0.12304 5.43390 3.55265  -0.247
45 C -0.24611 4.17324 4.32913  -0.178
46 C -0.26938 2.90624 3.47668  -0.174
47 N -1.36239 2.88902 2.52388  -0.012
48 C -1.26014 2.95840 1.17065  -0.703
49 Se 0.30970 3.03365 0.20510  0.668
50 N -2.50600 2.88942 0.66253  -0.011
51 C -2.87288 2.90638 -0.74885  -0.156
52 C -3.61229 4.17201 -1.17092  -0.175
53 C -2.76560 5.44404 -1.23812  -0.247
54 C -2.42601 6.05299 0.11939  -0.103
55 C -3.41924 2.72713 1.69064  -0.153
56 C -4.78983 2.52625 1.68077  0.008
57 C -5.40829 2.35278 2.90740  -0.073
58 C -4.68140 2.36725 4.10089  -0.081
59 C -3.30827 2.55295 4.10709  -0.016
60 C -2.69402 2.73404 2.87744  -0.155
61 H 1.85030 6.42902 2.69988  0.072
62 H 1.75014 4.72209 2.30002  0.021
63 H 2.24793 5.22912 3.92589  0.072
64 H -0.53776 5.53359 2.68870  0.091
65 H -0.06881 6.30079 4.18892  0.108
66 H -1.21924 4.30259 4.80681  0.102
67 H 0.48097 4.01791 5.13256  0.116
68 H -0.37246 2.02262 4.11144  0.090
69 H 0.64967 2.81028 2.89792  0.058
70 H -3.47276 2.01149 -0.92764  0.099
71 H -1.94466 2.79800 -1.31102  0.077
72 H -4.46675 4.34272 -0.50940  0.104
73 H -4.02429 3.96465 -2.16168  0.116
74 H -3.31297 6.18315 -1.82813  0.102
75 H -1.84105 5.23124 -1.78172  0.104
76 H -3.31076 6.10748 0.75771  0.078
77 H -2.03545 7.06424 0.00409  0.072
78 H -1.66507 5.47253 0.63727  0.027
79 H -5.34717 2.47331 0.75747  0.119
80 H -6.47541 2.18566 2.94034  0.103
81 H -5.19838 2.21822 5.03787  0.101
82 H -2.74705 2.54481 5.03063  0.106

Cartesian forces, eV/Å:
Li 0.129 0.417 -0.041
C -0.013 -0.001 -0.009
C -0.037 -0.059 -0.025
S -0.068 0.015 -0.022
O -0.023 0.068 0.004
O 0.021 -0.015 0.007
C 0.014 -0.025 0.101
C 0.090 0.059 -0.021
N -0.066 0.030 0.036
C 0.080 0.108 0.015
N 0.184 -0.177 -0.088
C -0.044 0.009 -0.008
C 0.028 -0.037 -0.153
N 0.023 -0.162 -0.100
O -0.286 0.060 -0.302
O 0.193 0.111 0.355
C 0.017 -0.117 0.024
H 0.008 0.008 0.014
H 0.021 -0.030 0.009
H -0.033 0.006 0.008
H 0.047 0.027 0.014
H 0.002 0.054 0.009
H 0.008 0.013 0.066
H 0.048 -0.020 -0.027
H -0.051 -0.015 0.067
H 0.029 -0.017 -0.001
H -0.026 -0.030 -0.064
H 0.038 -0.045 0.061
H -0.018 0.009 0.006
H 0.002 0.048 0.021
C 0.067 -0.121 -0.097
O 0.112 -0.025 0.158
C -0.128 -0.354 0.424
O -0.506 -0.254 -0.533
H 0.052 -0.027 -0.030
H 0.061 0.048 -0.020
H 0.032 -0.025 0.003
Cl 0.006 0.011 -0.015
C 0.048 -0.009 -0.003
Cl -0.053 -0.010 0.041
H -0.045 0.013 0.002
H 0.018 -0.047 -0.017
C -0.032 -0.001 -0.009
C 0.033 -0.013 0.034
C 0.019 -0.008 -0.049
C 0.039 0.092 0.038
N 0.066 0.071 0.018
C -0.103 -0.217 -0.014
Se 0.200 -0.044 0.011
N 0.059 0.203 0.011
C -0.049 0.116 -0.071
C 0.092 0.008 0.003
C -0.022 -0.011 0.011
C 0.005 0.006 -0.014
C -0.023 -0.003 0.135
C -0.002 0.019 0.051
C 0.042 0.021 -0.031
C 0.031 -0.009 -0.027
C -0.033 -0.025 -0.020
C -0.136 -0.007 -0.069
H 0.003 0.024 -0.036
H 0.012 -0.026 -0.002
H 0.034 0.007 0.037
H -0.033 0.028 -0.040
H -0.011 -0.004 0.007
H -0.018 0.002 0.007
H -0.004 -0.005 0.018
H 0.004 0.022 -0.010
H -0.029 -0.016 0.016
H -0.023 0.276 0.027
H -0.038 0.009 0.030
H -0.035 -0.014 -0.010
H -0.009 -0.001 -0.005
H -0.006 0.005 -0.006
H 0.003 0.012 -0.035
H -0.021 0.005 0.018
H 0.017 0.026 -0.003
H 0.025 -0.022 0.043
H 0.002 -0.014 -0.024
H -0.032 -0.010 0.008
H -0.028 -0.006 0.040
H 0.022 0.014 0.043

Computed properties:
- orbital gap (eV) = 5.7
- molecular weight (u) = 707.51
- E_HOMO (Ha) = -0.245
- LUMO (eV) = -0.96
- DFT total energy (a.u.) = -5467.4413

=====

(2)
The following is a quantum chemistry calculation of an isolated molecule of C2H3N, from the OMol25 dataset.

Last column: Löwdin charge in e.
Geometry (Å):
1 C 0.18342 -0.36750 -0.26862  -0.078
2 C -0.38220 0.71025 0.51709  -0.295
3 N -0.82644 1.56384 1.14143  0.126
4 H 0.26316 -1.26170 0.34485  0.082
5 H 1.18950 -0.08902 -0.58775  0.084
6 H -0.42744 -0.55587 -1.14699  0.081

Cartesian forces, eV/Å:
C 0.392 -0.061 -0.073
C -0.174 0.265 0.174
N -0.002 -0.002 -0.002
H -0.091 -0.093 -0.063
H -0.087 -0.024 -0.034
H -0.038 -0.086 -0.002

Computed properties:
- structure (SMILES) = CC#N
- orbital gap (eV) = 12.6
- molecular weight (u) = 41.05
- E_HOMO (Ha) = -0.434
- LUMO (eV) = 0.80
- DFT total energy (a.u.) = -132.7516

=====

(3)
The following is a quantum chemistry calculation of a structure of composition C17H32I3N4O5P in a non-equilibrium geometry, from the OMol25 dataset.

Last column: Löwdin charge in e.
Geometry (Å):
1 C -3.01332 -1.27364 -3.14547  -0.079
2 C -2.02852 -1.62587 -4.36399  -0.253
3 O -1.69556 -0.43569 -5.08945  -0.165
4 C -0.28245 -0.13736 -5.00364  -0.162
5 C 0.07844 0.87927 -3.83755  -0.192
6 O 1.02836 0.38586 -2.89185  -0.167
7 C 0.41968 -0.54386 -1.97281  -0.167
8 C 1.23291 -0.61415 -0.59737  -0.396
9 C 2.50754 -1.44574 -0.92668  -0.650
10 I 2.18239 -3.58580 -1.29504  0.795
11 C 3.81289 -1.00944 -1.04913  -0.739
12 C 4.15137 0.50754 -0.85898  -0.144
13 I 5.48073 -2.32067 -1.51713  0.763
14 N 1.27118 0.77896 -0.11228  0.147
15 C -0.02981 1.01202 0.47679  -0.279
16 N -0.87515 1.98255 0.19242  -0.004
17 P -0.51087 3.21723 -1.06836  0.950
18 O -1.98323 4.01628 -1.39263  -0.261
19 O 0.52728 4.29267 -0.23487  -0.264
20 N -0.17336 -0.07619 1.41517  0.039
21 C 0.41776 -1.25745 0.63988  -0.737
22 I 1.62040 -2.15989 2.25027  1.003
23 N -0.61148 -2.07082 0.00619  0.026
24 C -1.43513 -2.65880 0.84184  -0.307
25 C -2.69893 -2.00209 1.50340  -0.033
26 C -1.20178 -4.19290 1.20399  -0.054
27 H -2.66744 -0.36220 -2.58011  0.053
28 H -3.07303 -2.19330 -2.48592  0.077
29 H -4.03025 -1.04900 -3.57828  0.076
30 H -2.59945 -2.35499 -5.01006  0.122
31 H -1.14852 -2.18167 -3.94035  0.102
32 H -0.03015 0.35033 -5.99592  0.131
33 H 0.36309 -1.05564 -4.93904  0.132
34 H -0.89756 1.21868 -3.38052  0.103
35 H 0.55151 1.78130 -4.32382  0.131
36 H 0.38545 -1.54641 -2.49718  0.085
37 H -0.65135 -0.22240 -1.83396  0.105
38 H 3.48990 1.21464 -1.43074  0.071
39 H 3.99257 0.74920 0.24097  0.098
40 H 5.23248 0.76061 -1.05928  0.069
41 H 1.62473 1.51131 -0.73377  0.098
42 H -1.75461 2.01131 0.71599  0.140
43 H -2.46983 4.01579 -0.53945  0.055
44 H 0.27905 4.17173 0.70845  0.058
45 H 0.59988 0.05920 2.11999  0.026
46 H -2.80170 -2.31906 2.58636  0.100
47 H -2.60720 -0.87352 1.53432  0.063
48 H -3.65422 -2.20605 0.93031  0.095
49 H -0.87350 -4.70755 0.26349  0.074
50 H -2.23004 -4.60702 1.45141  0.082
51 H -0.51473 -4.32481 2.07837  0.048
52 C 1.32606 2.99016 4.77800  -0.116
53 C 0.52164 1.67375 4.78642  -0.730
54 C 0.08043 1.36941 6.23170  -0.109
55 O 1.32809 0.67783 4.36985  -0.340
56 H 2.21934 2.93041 5.40637  0.067
57 H 1.64318 3.25465 3.76324  0.043
58 H 0.71420 3.82241 5.15677  0.053
59 H -0.41581 1.88725 4.22079  0.089
60 H 0.93369 1.25689 6.90693  0.068
61 H -0.51266 0.45121 6.27969  0.058
62 H -0.54455 2.18351 6.62625  0.055

Cartesian forces, eV/Å:
C 0.208 -0.384 -0.878
C -1.515 -0.284 1.383
O 1.389 -1.099 0.628
C 0.265 0.746 -0.749
C -0.162 0.328 -1.258
O -0.642 0.028 0.807
C -0.713 -0.938 -0.677
C -0.085 -0.834 -0.718
C 2.561 0.148 -0.015
I -0.263 1.301 0.169
C -1.884 0.505 -0.043
C 0.407 0.025 1.140
I -0.926 1.102 0.334
N -2.221 2.071 0.067
C 3.881 -2.776 0.470
N -0.215 0.746 0.619
P 1.190 1.542 -2.045
O 1.625 -1.727 2.601
O -2.587 -2.088 0.300
N -0.171 1.052 -1.440
C -1.943 0.234 -2.505
I 0.185 -0.167 -0.424
N 0.502 -0.056 3.517
C -0.238 -0.986 0.020
C 0.434 0.911 0.217
C -2.054 0.747 -0.989
H -0.274 -1.083 -0.472
H -0.029 1.202 -0.547
H 1.001 -0.215 0.589
H 0.728 0.853 0.339
H -0.528 0.722 -0.602
H -0.286 -0.478 1.165
H -0.699 0.696 0.097
H 0.970 -0.396 -0.160
H -0.369 -0.915 0.718
H 0.041 0.887 0.960
H 0.965 -0.322 0.360
H 0.725 -0.980 0.177
H 0.193 -0.280 -1.202
H -1.270 -0.467 -0.037
H -0.231 -0.558 -0.120
H 0.461 -0.302 0.192
H -0.303 0.620 -0.706
H 0.649 0.687 -0.203
H -0.867 0.959 0.800
H 0.039 -0.028 -1.340
H 0.171 -1.342 -0.239
H 1.154 -0.242 0.584
H 0.192 0.472 1.065
H 1.272 0.269 0.017
H -0.460 0.296 -0.936
C -0.609 0.731 0.143
C 1.609 -0.072 1.223
C -0.685 0.528 0.239
O -0.495 -0.829 -1.755
H -0.083 -0.251 -0.080
H 0.023 -0.169 -0.025
H 0.052 0.114 -0.013
H -0.260 -0.210 -0.441
H 0.097 -0.020 -0.273
H 0.122 0.006 -0.145
H -0.045 -0.028 0.098

Computed properties:
- orbital gap (eV) = 4.3
- molecular weight (u) = 784.15
- E_HOMO (Ha) = -0.211
- LUMO (eV) = -1.46
- DFT total energy (a.u.) = -2496.3087

=====

Among the records above, which one has the lowest orbital gap?
C17H32I3N4O5P

=====

orbital gap of number 1 (C26H40Cl2LiN5O6SSe)?
5.7 eV